Record 1
Below is a molecular structure, C8H24O4S4Tl at a distorted geometry, with properties calculated with wB97M-V/def2-TZVPD.

## Properties
Energy relative to the best compared isomer or geometry (same formula, charge and spin)   31.94 kJ/mol
Orbital gap   2.449 eV
Max |F|   0.041 Eh/bohr
HOMO energy   -17.236 eV
Charge   +3

Last column: Mulliken charge in e.
Positions of all 41 atoms, in Å:
1 Tl -0.688 0.370 1.371  1.028
2 S 1.594 3.639 0.806  0.556
3 S 2.439 -1.631 -0.777  0.495
4 S -0.524 1.481 -2.715  0.492
5 S -3.603 -1.273 3.814  0.643
6 O 1.394 -0.622 -0.244  -0.368
7 O -0.379 1.001 -1.285  -0.296
8 O -2.660 -0.214 3.356  -0.478
9 O 0.213 3.038 0.485  -0.442
10 C 1.584 -3.230 -0.941  -0.850
11 C 2.806 2.680 -0.145  -0.567
12 C -2.238 1.322 -3.395  -1.016
13 C 0.178 0.086 -3.712  -0.895
14 C 1.734 5.197 -0.143  -0.946
15 C -4.436 -2.131 2.449  -0.842
16 C -2.705 -2.616 4.575  -0.895
17 C 3.528 -2.054 0.583  -0.959
18 H 2.095 -4.063 -1.416  0.432
19 H -4.831 -3.076 2.822  0.393
20 H 0.696 -3.012 -1.538  0.269
21 H 1.125 6.035 0.190  0.356
22 H 0.095 0.265 -4.782  0.450
23 H -2.710 2.249 -3.077  0.378
24 H -2.204 1.381 -4.486  0.448
25 H 3.656 3.318 -0.390  0.458
26 H 4.019 -1.187 1.022  0.339
27 H 4.208 -2.821 0.216  0.408
28 H -2.597 0.322 -3.161  0.384
29 H -1.904 -2.267 5.224  0.367
30 H 1.532 5.051 -1.207  0.335
31 H 2.914 -2.435 1.402  0.330
32 H -0.434 -0.749 -3.372  0.319
33 H 2.784 5.497 -0.130  0.411
34 H 1.218 -0.116 -3.469  0.260
35 H 1.213 -3.404 0.069  0.303
36 H -2.240 -3.235 3.804  0.316
37 H 2.290 2.438 -1.072  0.138
38 H -3.710 -2.446 1.692  0.293
39 H -3.458 -3.147 5.158  0.411
40 H 3.174 1.838 0.433  0.190
41 H -5.171 -1.480 1.983  0.354

Record 2
Below is a molecular structure, C8H24O8Tl at a distorted geometry, with properties calculated with wB97M-V/def2-TZVPD.

## Properties
Energy relative to the best compared isomer or geometry (same formula, charge and spin)   0.00 kJ/mol
Orbital gap   4.481 eV
Max |F|   0.050 Eh/bohr
HOMO energy   -20.100 eV
Charge   +3

Last column: Mulliken charge in e.
Positions of all 41 atoms, in Å:
1 Tl -0.041 -0.147 0.639  1.565
2 O 2.000 -0.999 -1.207  -0.423
3 O -0.677 0.400 -2.085  -0.382
4 O -2.219 1.050 0.134  -0.318
5 O -0.301 2.676 1.088  -0.449
6 O 2.530 0.593 1.434  -0.381
7 O -2.164 -1.481 -0.690  -0.427
8 O 0.213 -2.866 -0.405  -0.293
9 O 0.169 0.607 2.854  -0.431
10 C 1.562 -3.277 -0.564  -0.425
11 C -2.336 -1.389 -2.096  -0.601
12 C 1.449 0.929 3.462  -0.302
13 C 2.280 1.591 2.385  -0.412
14 C 2.308 -2.370 -1.489  -0.523
15 C -1.080 -0.808 -2.711  -0.201
16 C -2.419 2.477 0.261  -0.346
17 C -1.073 3.081 -0.003  -0.478
18 H -0.335 3.278 1.846  0.321
19 H 3.179 2.064 2.791  0.404
20 H -2.577 -2.318 -2.620  0.468
21 H -0.307 -3.655 -0.173  0.277
22 H -0.656 2.625 -0.900  0.131
23 H 1.273 1.641 4.280  0.418
24 H -0.288 -1.573 -2.728  -0.051
25 H -1.280 -0.635 -3.771  0.529
26 H 2.501 -0.419 -1.797  0.264
27 H -1.156 4.152 -0.193  0.481
28 H -3.205 -0.729 -2.259  0.298
29 H -2.900 2.771 1.196  0.349
30 H 3.373 -2.627 -1.461  0.412
31 H -0.775 1.084 -2.765  0.344
32 H -2.911 -1.948 -0.283  0.283
33 H -3.117 2.739 -0.556  0.395
34 H 1.991 -2.513 -2.537  0.335
35 H 1.698 -4.335 -0.789  0.498
36 H 1.694 2.393 1.947  0.168
37 H 2.108 -3.139 0.395  0.213
38 H -3.046 0.556 0.033  0.257
39 H 1.915 0.056 3.928  0.353
40 H -0.505 0.512 3.546  0.312
41 H 3.122 -0.051 1.865  0.368

Record 3
Below is a molecular structure, C8H25NO15OsP4 at a distorted geometry, with properties calculated with wB97M-V/def2-TZVPD.

## Properties
Energy relative to the best compared isomer or geometry (same formula, charge and spin)   59.85 kJ/mol
Orbital gap (alpha / beta)   7.804 / 7.819 eV
Max |F|   0.035 Eh/bohr
HOMO energy (alpha / beta)   -15.323 / -15.348 eV
Charge   +2

Last column: Mulliken charge in e.
Positions of all 54 atoms, in Å:
1 Os -0.360 0.177 -0.404  3.995
2 P -1.384 0.090 2.705  0.681
3 P 1.093 2.331 0.118  0.477
4 P 2.568 0.531 -1.673  0.342
5 P 0.303 -2.360 1.604  0.831
6 O 1.784 -1.958 1.990  -0.526
7 O 0.060 -1.598 0.257  -0.931
8 O 1.926 2.871 -2.382  -0.556
9 O 1.171 0.965 0.838  -1.050
10 O 1.193 -0.087 -1.763  -0.701
11 O 3.529 -0.113 -0.634  -0.537
12 O -0.190 0.970 3.230  -0.594
13 O -2.168 -0.882 -1.001  -0.125
14 O -0.024 -3.790 1.551  -0.846
15 O -1.531 0.275 1.159  -0.949
16 O 1.308 3.733 0.744  -0.522
17 O -0.330 2.231 -0.467  -0.896
18 O 3.334 0.465 -3.027  -0.519
19 O -2.637 0.185 3.448  -0.744
20 O -1.054 0.974 -2.326  -0.187
21 N -2.013 -2.494 2.940  -0.172
22 C -0.755 -1.620 2.915  0.739
23 C 3.747 2.858 -0.721  -1.643
24 C -2.943 -0.355 -2.112  -0.320
25 C -2.494 1.056 -2.217  -0.897
26 C -0.103 -1.801 4.299  -1.806
27 C 2.402 2.289 -1.176  1.242
28 C -2.408 -2.325 -0.930  -0.725
29 C -0.590 0.530 -3.631  -0.771
30 H -3.434 -2.450 -0.591  0.288
31 H 4.129 2.344 0.161  0.411
32 H -1.317 0.876 -4.362  0.462
33 H 0.536 1.062 2.593  0.517
34 H 0.803 -1.205 4.358  0.366
35 H 4.473 2.759 -1.527  0.439
36 H 3.635 3.914 -0.476  0.448
37 H -1.743 -3.473 2.775  0.424
38 H 0.731 4.046 1.459  0.440
39 H -2.284 -2.753 -1.923  0.349
40 H 0.146 -2.848 4.485  0.500
41 H -2.702 -0.938 -3.001  0.467
42 H 2.281 -2.663 2.430  0.385
43 H -0.488 -0.551 -3.668  0.266
44 H 1.868 3.833 -2.296  0.395
45 H -2.466 -2.373 3.849  0.418
46 H 3.892 -0.993 -0.812  0.373
47 H -4.009 -0.452 -1.902  0.496
48 H -0.785 -1.454 5.078  0.542
49 H -2.689 1.616 -1.303  0.189
50 H 0.359 1.017 -3.811  0.130
51 H 2.963 0.946 -3.781  0.398
52 H -1.702 -2.794 -0.261  0.235
53 H -2.923 1.602 -3.054  0.520
54 H -2.709 -2.217 2.245  0.255

Record 4
Below is a molecular structure, C8H26Fe2O6 at a distorted geometry, with properties calculated with wB97M-V/def2-TZVPD.

## Properties
Expectation value of S²   20.017
Energy relative to the best compared isomer or geometry (same formula, charge and spin)   0.00 kJ/mol
Orbital gap (alpha / beta)   8.388 / 7.991 eV
Max |F|   0.086 Eh/bohr
HOMO energy (alpha / beta)   -16.053 / -16.053 eV
Charge   +2
Multiplicity   9

Last column: Mulliken charge in e.
Positions of all 42 atoms, in Å:
1 Fe -0.714 2.056 1.386  0.921
2 Fe -1.890 0.751 -1.223  1.039
3 O 1.035 2.042 2.803  -0.371
4 O 0.822 2.941 0.070  -0.124
5 O -2.112 2.410 -0.092  -0.870
6 O -0.838 -2.467 0.302  -0.641
7 O -0.516 0.315 0.106  -0.162
8 O -1.678 -1.514 -2.068  -0.345
9 C 1.441 5.119 -0.613  -1.282
10 C 1.807 3.970 0.293  -0.167
11 C 1.434 0.723 3.029  -0.158
12 C -2.477 -2.532 -4.106  -1.031
13 C -0.369 -3.367 1.291  -0.053
14 C 2.497 0.323 1.961  -1.017
15 C -0.930 -4.734 0.943  -1.264
16 C -1.269 -1.983 -3.316  -0.236
17 H -2.772 -1.765 -4.822  0.284
18 H 0.752 -0.127 2.988  0.181
19 H -0.708 -1.590 0.670  0.122
20 H 2.179 0.088 0.945  0.212
21 H 0.493 5.407 -0.159  0.292
22 H 3.190 1.164 1.930  0.295
23 H 0.343 -0.124 -0.044  0.164
24 H 0.710 2.848 -0.879  0.193
25 H 1.332 2.594 3.530  0.287
26 H 1.811 4.279 1.339  0.273
27 H -1.430 -2.084 -1.336  0.446
28 H 2.069 5.996 -0.452  0.373
29 H -2.011 -4.838 1.033  0.331
30 H -0.407 -5.408 1.622  0.364
31 H 0.713 -3.267 1.374  0.279
32 H -0.746 -5.008 -0.096  0.324
33 H -0.617 -2.803 -3.013  0.251
34 H 1.354 4.807 -1.653  0.440
35 H -3.286 -2.869 -3.458  0.329
36 H -0.840 -2.996 2.201  0.292
37 H 2.999 -0.598 2.256  0.409
38 H 2.814 3.692 -0.017  0.268
39 H -2.145 -3.363 -4.729  0.342
40 H -0.761 -1.221 -3.907  0.338
41 H -3.068 2.607 -0.128  0.281
42 H 1.790 0.527 4.041  0.392

Record 5
Below is 5 unconnected molecules or ions with the total composition C8H26IN2O4 at a distorted geometry, with properties calculated with wB97M-V/def2-TZVPD.

## Properties
Energy relative to the best compared isomer or geometry (same formula, charge and spin)   63.28 kJ/mol
Orbital gap   7.628 eV
Max |F|   0.049 Eh/bohr
HOMO energy   -4.577 eV
Charge   -1

Last column: Mulliken charge in e.
Positions of all 41 atoms, in Å:
1 I 1.368 2.176 1.687  -0.642
2 O 2.024 -0.617 -0.747  -0.649
3 O 1.832 5.835 1.812  -0.626
4 O -1.328 -2.854 2.186  -0.390
5 O -0.246 0.077 -4.266  -0.240
6 N 0.081 2.631 -1.825  -0.647
7 N 2.046 -1.409 2.767  -0.549
8 C -0.662 1.293 -3.697  -0.985
9 C 0.231 -1.447 4.555  -1.386
10 C -0.677 -0.046 -5.591  -0.744
11 C 0.832 -2.074 3.211  0.238
12 C -1.916 -3.188 0.950  -0.633
13 C -0.132 -2.043 2.034  -0.390
14 C -0.210 1.300 -2.206  0.518
15 C -1.288 0.584 -1.218  -0.701
16 H -1.738 1.460 -3.669  0.325
17 H 0.485 -2.255 1.160  0.381
18 H 2.605 -1.276 3.598  0.289
19 H -0.248 2.191 -4.158  0.442
20 H -0.479 -1.014 1.940  0.201
21 H -0.336 -0.535 4.370  0.304
22 H -0.302 -1.010 -5.934  0.205
23 H -1.172 -3.597 0.267  0.305
24 H -2.158 1.209 -1.018  0.334
25 H -2.313 -2.286 0.484  0.234
26 H -1.540 -0.391 -1.637  0.325
27 H 0.904 -1.283 5.397  0.418
28 H 2.652 -0.969 -0.116  0.318
29 H -2.736 -3.895 1.075  0.273
30 H 1.377 4.995 1.753  0.230
31 H -1.763 -0.027 -5.502  0.307
32 H -0.240 0.805 -6.113  0.300
33 H -0.463 -2.167 4.987  0.356
34 H 1.631 0.134 -0.302  0.131
35 H -0.778 3.154 -1.722  0.211
36 H 1.105 -3.067 3.568  0.324
37 H 1.711 -0.463 2.656  -0.031
38 H 0.729 0.806 -1.959  0.259
39 H 0.592 2.653 -0.954  0.173
40 H -0.817 0.275 -0.284  -0.067
41 H 1.335 6.333 2.460  0.277